(1)
Here is a 2-piece molecular cluster, C35H34F6N4S2 overall from the OMol25 dataset. Energies are from ωB97M-V/def2-TZVPD.

Atoms and positions in Å:
C (-6.44, -4.69, -2.05)
N (-5.05, -4.48, -1.71)
C (-4.26, -5.69, -1.83)
C (-2.81, -5.48, -1.39)
N (-2.25, -4.24, -1.92)
C (-0.89, -3.99, -1.63)
S (0.06, -5.13, -0.82)
S (-0.19, -2.48, -1.96)
C (-3.10, -3.05, -1.85)
C (-4.47, -3.36, -2.42)
H (-7.00, -3.76, -1.89)
H (-6.59, -5.00, -3.11)
H (-6.87, -5.47, -1.41)
H (-4.75, -6.45, -1.22)
H (-4.26, -6.05, -2.87)
H (-2.77, -5.53, -0.29)
H (-2.22, -6.33, -1.78)
H (-3.24, -2.68, -0.81)
H (-2.63, -2.25, -2.45)
H (-4.38, -3.58, -3.50)
H (-5.14, -2.50, -2.28)
F (-1.62, 0.57, 7.02)
C (-1.72, -0.08, 5.83)
F (-0.51, -0.69, 5.57)
F (-2.63, -1.10, 5.99)
C (-2.11, 0.80, 4.68)
N (-2.20, -0.04, 3.48)
C (-3.51, -0.32, 3.00)
C (-4.24, 0.68, 2.33)
C (-5.50, 0.38, 1.82)
C (-6.05, -0.90, 2.02)
C (-5.35, -1.87, 2.74)
C (-4.08, -1.58, 3.25)
C (-1.09, -0.34, 2.74)
C (-1.10, -1.46, 1.87)
C (0.01, -1.75, 1.12)
C (0.97, -0.73, 0.83)
C (1.84, -0.79, -0.27)
C (2.77, 0.26, -0.59)
C (4.15, 0.00, -0.81)
C (5.07, 1.02, -0.98)
C (4.63, 2.36, -1.12)
N (5.49, 3.39, -1.44)
C (6.95, 3.24, -1.41)
C (7.46, 3.74, -0.09)
F (8.82, 3.64, 0.05)
F (7.13, 5.07, 0.08)
F (6.87, 3.05, 0.93)
C (5.04, 4.51, -2.19)
C (4.61, 5.68, -1.53)
C (4.25, 6.80, -2.28)
C (4.32, 6.75, -3.68)
C (4.80, 5.61, -4.34)
C (5.19, 4.50, -3.59)
C (3.26, 2.65, -0.94)
C (2.36, 1.63, -0.67)
C (1.02, 0.34, 1.79)
C (0.06, 0.49, 2.76)
H (-3.11, 1.20, 4.87)
H (-1.36, 1.59, 4.56)
H (-3.78, 1.66, 2.19)
H (-6.05, 1.14, 1.26)
H (-7.04, -1.13, 1.62)
H (-5.77, -2.86, 2.92)
H (-3.51, -2.30, 3.83)
H (-1.99, -2.10, 1.84)
H (0.13, -2.75, 0.70)
H (1.91, -1.73, -0.83)
H (4.50, -1.03, -0.78)
H (6.14, 0.79, -1.03)
H (7.25, 2.20, -1.56)
H (7.36, 3.91, -2.18)
H (4.58, 5.67, -0.44)
H (3.93, 7.70, -1.76)
H (4.01, 7.62, -4.26)
H (4.88, 5.58, -5.43)
H (5.60, 3.60, -4.06)
H (2.93, 3.69, -0.98)
H (1.31, 1.89, -0.53)
H (1.85, 1.04, 1.76)
H (0.14, 1.29, 3.49)

Relative energy (zero: lowest compared OMol25 entry of this formula, charge and spin), kJ/mol: 14.8
E_LUMO, eV: -2.0
Gap between HOMO and LUMO, eV: 3.81
Multiplicity: 1



(2)
Here is C35H34FIrN3OP2 as an isolated structure from the OMol25 dataset. Energies are from ωB97M-V/def2-TZVPD.

Atoms and positions in Å:
Ir (-0.84, 0.14, -1.02)
C (2.18, 0.21, 2.25)
N (1.17, 0.29, 1.18)
P (-0.52, 0.43, 1.43)
C (-0.83, 0.04, 3.15)
C (-1.14, -1.28, 3.51)
C (-1.35, -1.59, 4.84)
C (-1.27, -0.59, 5.80)
C (-0.96, 0.71, 5.44)
C (-0.76, 1.04, 4.11)
C (-1.01, 2.18, 1.32)
C (-0.17, 3.20, 0.91)
C (-0.62, 4.51, 0.89)
C (-1.92, 4.81, 1.26)
C (-2.78, 3.78, 1.66)
C (-2.33, 2.47, 1.67)
P (1.43, -0.09, -0.42)
C (2.86, 0.83, -0.97)
C (3.66, 0.26, -1.97)
C (4.83, 0.90, -2.37)
C (5.19, 2.10, -1.79)
C (4.38, 2.69, -0.83)
C (3.21, 2.07, -0.43)
C (1.92, -1.81, -0.65)
C (1.29, -2.61, -1.60)
C (1.70, -3.92, -1.79)
C (2.74, -4.44, -1.03)
C (3.39, -3.63, -0.09)
C (3.00, -2.32, 0.08)
H (2.06, 1.04, 2.94)
H (3.18, 0.27, 1.81)
H (2.09, -0.73, 2.80)
H (-1.22, -2.05, 2.75)
H (-1.59, -2.61, 5.12)
H (-1.44, -0.83, 6.84)
H (-0.89, 1.48, 6.20)
H (-0.54, 2.07, 3.83)
H (0.85, 2.99, 0.62)
H (0.04, 5.31, 0.57)
H (-2.27, 5.83, 1.26)
H (-3.80, 4.01, 1.94)
H (-3.00, 1.68, 1.99)
H (3.39, -0.69, -2.42)
H (5.46, 0.44, -3.13)
H (6.12, 2.59, -2.09)
H (4.67, 3.64, -0.38)
H (2.60, 2.54, 0.33)
H (0.47, -2.22, -2.19)
H (1.22, -4.54, -2.53)
H (3.05, -5.47, -1.16)
H (4.21, -4.03, 0.48)
H (3.54, -1.70, 0.79)
F (-4.40, -4.66, -0.15)
C (-3.58, -3.62, -0.22)
C (-2.26, -3.77, 0.14)
C (-1.39, -2.69, 0.04)
C (-1.88, -1.47, -0.40)
C (-3.23, -1.31, -0.71)
C (-4.09, -2.40, -0.64)
H (-1.91, -4.74, 0.49)
H (-0.35, -2.82, 0.31)
H (-3.63, -0.35, -1.01)
H (-5.13, -2.31, -0.91)
N (0.08, 0.49, -3.85)
C (-0.33, 0.45, -5.12)
C (-1.51, -0.27, -5.15)
C (-1.74, -0.63, -3.83)
N (-0.76, -0.18, -3.04)
H (0.90, 0.96, -3.48)
H (0.23, 0.92, -5.91)
H (-2.11, -0.51, -6.01)
H (-2.55, -1.21, -3.40)
C (-3.06, 2.15, -1.61)
O (-1.70, 1.81, -1.53)
H (-3.12, 3.21, -1.85)
H (-3.58, 2.00, -0.65)
H (-3.57, 1.59, -2.40)

Relative energy (zero: lowest compared OMol25 entry of this formula, charge and spin), kJ/mol: 172.0
E_LUMO (spin up / spin down), eV: -7.2 / -7.5
Gap between HOMO and LUMO (spin up / spin down), eV: 6.68 / 6.43
⟨S²⟩: 0.756
Total charge: +2
Multiplicity: 2



(3)
Here is C35H34GeHgNOTe as an isolated structure from the OMol25 dataset. Energies are from ωB97M-V/def2-TZVPD.

Atoms and positions in Å:
Hg (0.54, -0.25, -1.98)
Ge (1.28, 1.56, -3.52)
C (2.88, 1.04, -4.48)
C (3.54, -0.16, -4.22)
C (4.71, -0.48, -4.90)
C (5.23, 0.39, -5.85)
C (4.57, 1.59, -6.12)
C (3.41, 1.91, -5.44)
C (1.54, 2.78, -2.01)
C (0.76, 3.92, -1.87)
C (0.93, 4.76, -0.77)
C (1.89, 4.47, 0.19)
C (2.68, 3.33, 0.05)
C (2.50, 2.50, -1.04)
H (0.12, 2.05, -4.39)
H (3.14, -0.86, -3.50)
H (5.21, -1.42, -4.69)
H (6.13, 0.14, -6.38)
H (4.97, 2.27, -6.86)
H (2.91, 2.85, -5.66)
H (0.00, 4.16, -2.60)
H (0.31, 5.65, -0.68)
H (2.03, 5.13, 1.03)
H (3.43, 3.11, 0.79)
H (3.13, 1.62, -1.14)
C (-7.27, -0.73, 0.60)
C (-5.79, -0.50, 0.66)
C (-5.26, 0.65, 1.23)
C (-3.89, 0.86, 1.31)
C (-3.40, 2.12, 1.98)
C (-3.03, -0.12, 0.80)
Te (-1.00, 0.48, 0.98)
N (0.27, -0.77, 0.12)
C (0.51, -1.97, 0.74)
O (-0.21, -2.39, 1.64)
C (1.68, -2.75, 0.26)
C (2.69, -2.20, -0.53)
C (3.75, -2.98, -0.96)
C (3.82, -4.32, -0.60)
C (2.83, -4.87, 0.20)
C (1.77, -4.09, 0.64)
C (-0.54, 0.33, 3.03)
C (0.53, 1.17, 3.34)
C (1.00, 1.24, 4.64)
C (0.38, 0.47, 5.62)
C (-0.69, -0.35, 5.29)
C (-1.18, -0.45, 3.99)
C (-2.35, -1.35, 3.72)
C (-3.52, -1.28, 0.20)
C (-2.69, -2.36, -0.43)
C (-4.90, -1.44, 0.15)
H (-7.82, 0.19, 0.75)
H (-7.58, -1.43, 1.38)
H (-7.57, -1.16, -0.35)
H (-5.93, 1.40, 1.64)
H (-4.24, 2.73, 2.30)
H (-2.80, 2.74, 1.30)
H (-2.79, 1.91, 2.87)
H (2.70, -1.14, -0.76)
H (4.54, -2.54, -1.56)
H (4.64, -4.93, -0.94)
H (2.88, -5.91, 0.50)
H (0.99, -4.50, 1.26)
H (1.00, 1.78, 2.57)
H (1.83, 1.88, 4.88)
H (0.73, 0.51, 6.64)
H (-1.16, -0.94, 6.07)
H (-2.55, -1.97, 4.59)
H (-2.16, -2.00, 2.87)
H (-3.26, -0.77, 3.51)
H (-1.64, -2.28, -0.20)
H (-2.82, -2.35, -1.52)
H (-3.03, -3.34, -0.08)
H (-5.30, -2.34, -0.32)

E_LUMO, eV: -2.9
Gap between HOMO and LUMO, eV: 8.66
Total charge: +1
Multiplicity: 1



| no. | molecular weight (Da) | electronic energy (eV) | largest force on an atom (eV/A) |
| --- | --- | --- | --- |
| 1 | 688.807 | -80780.7017 | 1.842 |
| 2 | 785.840 | -67483.2265 | 2.860 |
| 3 | 885.463 | -108361.7844 | 0.317 |